(1)
DFT (ωB97M-V with the def2-TZVPD basis set) results for a molecular structure, C13H29AlBr5CaClNO4 in a non-equilibrium geometry.

Highest occupied orbital energy in eV: -7.75
F_max in Eh/bohr: 0.250
Gap between HOMO and LUMO in Eh: 0.052
Lowest unoccupied orbital energy in eV: -6.33

The geometry in ORCA input format:
```
! RIJCOSX wB97M-V def2-TZVPD def2/J DEFGRID3
* xyz 1 1
C 3.32 -2.57 1.51
C 3.37 -1.13 2.08
C 2.94 -0.08 1.08
C 1.51 0.06 0.73
O 0.70 0.08 1.97
N -0.43 -0.61 1.58
C -1.53 -0.71 2.54
C -2.44 -1.88 2.17
C -2.74 -2.03 0.67
Cl -1.75 -3.46 2.96
H 2.71 -3.21 2.13
H 2.92 -2.62 0.50
H 4.32 -2.99 1.52
H 4.40 -0.92 2.34
H 2.79 -1.08 3.00
H 3.08 0.96 1.46
H 3.53 -0.13 0.17
H 1.13 -0.72 0.08
H 1.44 0.99 0.17
H -0.17 -1.57 1.33
H -0.77 0.04 0.67
H -2.13 0.19 2.63
H -1.05 -0.92 3.50
H -3.40 -1.69 2.64
H -2.38 -3.04 0.31
H -3.80 -1.92 0.48
H -2.22 -1.30 0.05
C -0.21 4.39 1.10
C 1.23 4.74 0.64
C 1.19 6.08 -0.11
O 1.71 3.75 -0.20
H -0.93 4.30 0.30
H -0.17 3.43 1.66
H -0.58 5.17 1.79
H 1.81 4.92 1.59
H 0.55 6.02 -0.99
H 2.19 6.38 -0.42
H 0.79 6.87 0.54
O -2.83 0.35 -2.32
C -2.88 -0.12 -3.44
C -3.56 -1.97 -3.23
O -3.60 -2.43 -4.35
H -1.94 -0.29 -4.01
H -3.59 0.31 -4.18
H -4.51 -1.82 -2.67
H -2.84 -2.39 -2.49
Ca -1.62 -5.80 3.10
C 1.16 -2.09 -4.88
Br -0.02 -3.61 -4.79
Br 0.63 -0.85 -6.24
Br 1.36 -1.22 -3.17
H 2.13 -2.47 -5.15
Al 2.13 2.76 0.79
Br -0.55 -3.97 0.43
Br -0.43 1.82 0.43
*
```

(2)
DFT (ωB97M-V with the def2-TZVPD basis set) results for 3 unconnected molecules or ions with the total composition C4H14O3S.

SMILES: OCCCCS.O.O
Energy above the lowest of the compared OMol25 structures with the same formula, charge and spin in kJ/mol: 10.1
Highest occupied orbital energy in eV: -8.81
F_max in Eh/bohr: 0.017
Gap between HOMO and LUMO in Eh: 0.347
Lowest unoccupied orbital energy in eV: 0.62

The geometry in ORCA input format:
```
! RIJCOSX wB97M-V def2-TZVPD def2/J DEFGRID3
* xyz 0 1
O 1.34 -2.25 1.14
C 0.23 -1.43 1.54
C -0.10 -0.40 0.50
C -1.21 0.59 0.93
C -1.65 1.35 -0.31
S -3.01 2.53 0.02
H 1.01 -2.86 0.46
H -0.62 -2.06 1.86
H 0.53 -0.99 2.48
H -0.44 -0.86 -0.44
H 0.80 0.17 0.31
H -0.75 1.32 1.59
H -2.01 0.05 1.44
H -0.80 1.90 -0.70
H -2.01 0.64 -1.05
H -3.41 2.69 -1.24
O 0.62 0.67 -2.50
H 1.17 1.28 -3.00
H 1.23 0.33 -1.83
O 2.83 -0.62 -0.62
H 2.44 -1.26 0.01
H 3.78 -0.78 -0.60
*
```